(1)
{"formula": "C22H20F6N5SSbSe4Sn", "method": "ωB97M-V with the def2-TZVPD basis set", "lumo_ha": [-0.108, -0.190], "charge": 1, "s_squared": 0.7650, "gap_ev": [7.858, 5.756], "relative_energy_kj_mol": 85.7, "multiplicity": 2, "energy_ha": -12181.8468, "symbols": ["Sn", "C", "N", "C", "C", "N", "C", "C", "C", "C", "C", "C", "N", "C", "N", "C", "C", "C", "C", "C", "C", "N", "H", "H", "H", "H", "H", "H", "H", "H", "H", "H", "H", "H", "H", "H", "H", "Se", "Se", "Se", "Se", "S", "C", "C", "C", "C", "C", "C", "H", "H", "H", "H", "H", "F", "Sb", "F", "F", "F", "F", "F"], "positions_angstrom": [[0.90, 0.39, 0.22], [-0.70, -0.28, 3.20], [-0.15, -1.11, 2.14], [-1.09, -2.02, 1.51], [-1.85, -1.27, 0.46], [-1.33, -0.24, -0.18], [-2.29, 0.21, -1.05], [-2.28, 1.28, -1.93], [-3.42, 1.51, -2.66], [-4.56, 0.71, -2.52], [-4.59, -0.37, -1.66], [-3.43, -0.61, -0.93], [-3.10, -1.54, 0.04], [-0.08, 1.08, 3.17], [0.21, 1.70, 2.04], [0.75, 2.92, 2.39], [1.24, 3.96, 1.61], [1.74, 5.06, 2.26], [1.76, 5.14, 3.65], [1.26, 4.13, 4.45], [0.76, 3.01, 3.80], [0.22, 1.83, 4.24], [-1.77, -0.15, 3.02], [-0.56, -0.73, 4.19], [0.66, -1.61, 2.50], [-0.51, -2.81, 1.03], [-1.78, -2.48, 2.23], [-1.41, 1.92, -2.00], [-3.44, 2.34, -3.35], [-5.44, 0.96, -3.09], [-5.47, -0.98, -1.54], [-3.70, -2.29, 0.35], [1.20, 3.88, 0.53], [2.15, 5.87, 1.68], [2.18, 6.02, 4.11], [1.27, 4.20, 5.53], [0.13, 1.54, 5.21], [3.55, -1.76, -2.58], [3.78, 0.15, -3.90], [3.64, 2.00, -2.45], [1.45, 2.29, -2.01], [1.45, -1.75, -1.98], [0.47, -2.79, -3.05], [0.68, -2.94, -4.41], [-0.18, -3.73, -5.14], [-1.25, -4.36, -4.53], [-1.46, -4.21, -3.17], [-0.60, -3.43, -2.43], [1.51, -2.43, -4.89], [-0.02, -3.87, -6.20], [-1.92, -4.98, -5.11], [-2.29, -4.71, -2.68], [-0.73, -3.30, -1.36], [3.09, -1.43, 0.66], [4.21, -0.20, 1.66], [2.55, 0.09, 2.60], [4.91, 1.20, 2.65], [3.56, 1.11, 0.40], [5.59, -0.50, 0.44], [4.57, -1.60, 2.83]], "nbo_charge": [1.460, -0.273, -0.653, -0.275, 0.412, -0.650, 0.149, -0.208, -0.195, -0.187, -0.214, 0.095, -0.501, 0.444, -0.666, 0.156, -0.215, -0.195, -0.187, -0.211, 0.095, -0.491, 0.232, 0.227, 0.426, 0.255, 0.216, 0.224, 0.232, 0.233, 0.231, 0.438, 0.233, 0.229, 0.231, 0.230, 0.437, 0.193, 0.002, 0.217, -0.204, 0.026, -0.189, -0.218, -0.182, -0.207, -0.203, -0.183, 0.230, 0.227, 0.226, 0.215, 0.185, -0.703, 3.191, -0.716, -0.653, -0.706, -0.655, -0.657]}

---

(2)
{"formula": "C22H20FN3O", "method": "ωB97M-V with the def2-TZVPD basis set", "lumo_ha": 0.021, "gap_ev": 8.996, "relative_energy_kj_mol": 0.0, "smiles": "O=C(N1C[C@H]2C[C@@]2(c2c[nH]c3ncccc23)C1)C1(c2ccc(F)cc2)CC1", "multiplicity": 1, "energy_ha": -1189.6668, "symbols": ["O", "F", "N", "C", "C", "C", "C", "C", "C", "C", "C", "C", "C", "C", "C", "C", "C", "N", "N", "C", "C", "C", "C", "C", "C", "C", "C", "H", "H", "H", "H", "H", "H", "H", "H", "H", "H", "H", "H", "H", "H", "H", "H", "H", "H", "H", "H"], "positions_angstrom": [[-0.31, 0.90, -2.17], [-0.95, -6.07, 0.02], [4.02, 5.69, 2.59], [-0.54, 0.23, -1.15], [1.25, 3.40, 2.94], [2.07, 2.69, 2.05], [5.06, 5.55, 1.72], [3.14, 4.66, 2.64], [5.22, 4.40, 0.89], [-2.35, -4.18, 0.13], [-0.28, -4.02, -1.08], [4.30, 3.38, 0.93], [-2.62, -2.84, -0.22], [-0.56, -2.70, -1.39], [-1.18, -4.78, -0.32], [3.23, 3.52, 1.83], [-1.71, -2.05, -0.94], [1.95, 4.57, 3.32], [0.26, 0.31, -0.04], [-0.13, -0.29, 1.23], [1.32, 1.27, 0.00], [-3.14, 0.22, -0.76], [-2.98, -0.27, -2.20], [2.26, 0.06, 2.14], [-1.88, -0.58, -1.17], [0.77, 0.37, 2.24], [1.69, 1.34, 1.49], [0.27, 3.10, 3.28], [5.78, 6.33, 1.63], [6.06, 4.34, 0.21], [-3.02, -4.72, 0.80], [0.66, -4.46, -1.43], [4.43, 2.45, 0.35], [-3.48, -2.33, 0.16], [0.16, -2.20, -2.04], [1.57, 5.32, 3.93], [0.08, -1.34, 1.29], [-1.20, -0.03, 1.40], [1.01, 2.23, -0.39], [2.18, 0.90, -0.55], [-3.90, -0.23, -0.13], [-3.01, 1.31, -0.58], [-2.78, 0.51, -2.96], [-3.61, -1.07, -2.55], [2.88, 0.07, 3.04], [2.47, -0.75, 1.45], [0.44, 0.65, 3.24]], "nbo_charge": [-0.630, -0.324, -0.433, 0.703, -0.023, -0.075, 0.044, 0.327, -0.290, -0.275, -0.276, -0.137, -0.193, -0.197, 0.384, -0.139, -0.021, -0.538, -0.439, -0.220, -0.203, -0.412, -0.387, -0.415, -0.161, -0.222, -0.052, 0.221, 0.195, 0.217, 0.231, 0.231, 0.219, 0.209, 0.226, 0.424, 0.208, 0.212, 0.227, 0.200, 0.213, 0.232, 0.243, 0.224, 0.234, 0.206, 0.228]}

---

(3)
{"formula": "C22H20GeMn", "method": "ωB97M-V with the def2-TZVPD basis set", "lumo_ha": [-0.306, -0.326], "charge": 2, "s_squared": 8.7893, "gap_ev": [6.176, 6.928], "multiplicity": 6, "energy_ha": -4077.6269, "symbols": ["Mn", "C", "C", "C", "C", "C", "H", "H", "H", "H", "H", "C", "Ge", "C", "C", "C", "C", "C", "C", "C", "C", "C", "C", "C", "C", "C", "C", "C", "C", "H", "H", "H", "H", "H", "H", "H", "H", "H", "H", "H", "H", "H", "H", "H"], "positions_angstrom": [[-0.20, 0.07, -1.23], [0.18, 1.86, -2.64], [1.28, 0.95, -2.70], [0.80, -0.27, -3.26], [-0.58, -0.11, -3.52], [-0.96, 1.20, -3.13], [0.23, 2.89, -2.32], [2.31, 1.20, -2.49], [1.40, -1.14, -3.48], [-1.23, -0.85, -3.97], [-1.95, 1.62, -3.21], [1.95, 2.94, 1.23], [1.18, 1.20, 0.97], [2.14, -0.45, 1.08], [2.94, -0.98, 0.07], [3.57, -2.20, 0.27], [3.41, -2.88, 1.47], [2.62, -2.35, 2.48], [1.97, -1.14, 2.29], [-0.75, 1.07, 0.95], [-1.36, 2.29, 1.24], [-2.75, 2.42, 1.35], [-3.55, 1.33, 1.11], [-3.00, 0.08, 0.76], [-3.85, -1.01, 0.45], [-3.36, -2.22, 0.05], [-1.97, -2.41, -0.03], [-1.11, -1.39, 0.30], [-1.59, -0.09, 0.70], [1.96, 3.14, 2.30], [1.38, 3.72, 0.72], [2.98, 2.92, 0.87], [3.10, -0.44, -0.86], [4.20, -2.61, -0.51], [3.91, -3.82, 1.62], [2.50, -2.88, 3.42], [1.34, -0.75, 3.08], [-0.76, 3.17, 1.41], [-3.18, 3.38, 1.61], [-4.63, 1.42, 1.18], [-4.92, -0.86, 0.53], [-4.03, -3.04, -0.18], [-1.57, -3.37, -0.33], [-0.04, -1.63, 0.36]], "nbo_charge": [1.392, -0.338, -0.380, -0.364, -0.328, -0.354, 0.262, 0.265, 0.272, 0.271, 0.270, -1.111, 1.745, -0.583, -0.214, -0.182, -0.146, -0.193, -0.156, -0.636, -0.097, -0.214, -0.084, 0.003, -0.118, -0.189, -0.098, -0.410, -0.095, 0.295, 0.275, 0.289, 0.226, 0.248, 0.250, 0.250, 0.222, 0.234, 0.261, 0.251, 0.248, 0.260, 0.253, 0.249]}

---

(4)
{"formula": "C22H20InN2OS2", "method": "ωB97M-V with the def2-TZVPD basis set", "lumo_ha": [-0.203, -0.219], "charge": 1, "gap_ev": [5.668, 5.111], "relative_energy_kj_mol": 258.6, "multiplicity": 1, "energy_ha": -2021.3025, "symbols": ["In", "C", "C", "C", "C", "C", "C", "H", "H", "H", "H", "H", "H", "C", "C", "N", "N", "C", "S", "S", "C", "C", "C", "C", "C", "C", "C", "C", "C", "C", "C", "C", "C", "O", "H", "H", "H", "H", "H", "H", "H", "H", "H", "H", "H", "H", "H", "H"], "positions_angstrom": [[0.63, 0.22, 0.19], [-0.50, -2.15, -1.70], [0.37, -2.75, -0.79], [0.01, -2.87, 0.55], [-1.23, -2.41, 0.98], [-2.10, -1.82, 0.07], [-1.74, -1.68, -1.26], [-0.23, -2.07, -2.74], [1.32, -3.15, -1.14], [0.69, -3.35, 1.24], [-1.51, -2.52, 2.02], [-3.06, -1.46, 0.41], [-2.41, -1.21, -1.96], [1.47, 0.72, -3.05], [0.95, 1.80, -2.15], [-0.21, 1.66, -1.60], [-0.74, 2.80, -1.03], [-1.32, 2.68, 0.11], [-1.30, 1.30, 1.20], [-2.45, 3.96, 0.58], [-1.76, 4.56, 2.16], [-0.86, 5.75, 1.99], [-1.40, 7.03, 1.97], [-0.58, 8.14, 1.79], [0.79, 7.96, 1.62], [1.33, 6.69, 1.65], [0.51, 5.59, 1.83], [1.85, 2.93, -1.83], [2.41, 3.76, -2.75], [3.35, 4.73, -2.35], [3.78, 4.82, -1.01], [3.26, 3.98, -0.07], [2.26, 3.02, -0.43], [1.76, 2.24, 0.44], [0.64, 0.17, -3.48], [2.12, 0.02, -2.51], [2.08, 1.15, -3.84], [-1.26, 3.73, 2.65], [-2.63, 4.81, 2.76], [-2.46, 7.17, 2.11], [-1.01, 9.13, 1.78], [1.43, 8.82, 1.49], [2.40, 6.56, 1.54], [0.92, 4.58, 1.86], [2.12, 3.70, -3.79], [3.76, 5.40, -3.09], [4.52, 5.55, -0.75], [3.57, 4.01, 0.97]], "nbo_charge": [1.118, -0.177, -0.247, -0.227, -0.222, -0.196, -0.219, 0.218, 0.235, 0.238, 0.237, 0.239, 0.235, -0.666, 0.278, -0.322, -0.336, -0.057, -0.208, 0.317, -0.537, -0.061, -0.200, -0.191, -0.210, -0.213, -0.170, -0.114, -0.132, -0.086, -0.204, -0.180, 0.431, -0.610, 0.250, 0.239, 0.248, 0.243, 0.245, 0.217, 0.224, 0.221, 0.203, 0.195, 0.231, 0.235, 0.243, 0.245]}